# 1
{
  "formula": "C40H40ClIN2OP3RuSe2",
  "method": "ωB97M-V with the def2-TZVPD basis set",
  "multiplicity": 2,
  "de_lowest_kcal_mol": 22.10,
  "s2": 0.782,
  "total_charge": 0,
  "gap_ev": [5.96, 6.91],
  "total_energy_ev": -228924.40950,
  "max_force_ev_per_a": 2.56,
  "homo_ev": [-5.7, -6.9],
  "species": ["Ru", "Se", "P", "Se", "C", "C", "C", "C", "C", "C", "C", "C", "C", "C", "C", "C", "H", "H", "H", "H", "H", "H", "H", "H", "H", "H", "Cl", "C", "C", "C", "I", "C", "O", "C", "N", "C", "C", "C", "C", "H", "H", "H", "H", "C", "P", "C", "C", "C", "P", "C", "C", "H", "H", "H", "H", "H", "H", "H", "H", "H", "H", "H", "H", "H", "H", "H", "H", "N", "C", "C", "C", "C", "C", "C", "C", "C", "C", "C", "C", "C", "C", "H", "H", "H", "H", "H", "H", "H", "H", "H", "H"],
  "coordinates": [[-0.834, 0.765, 0.850], [-3.360, 0.391, 0.387], [-2.722, 0.397, -1.676], [-0.603, 0.882, -1.717], [-3.677, 1.555, -2.701], [-3.065, 2.304, -3.700], [-3.828, 3.147, -4.499], [-5.197, 3.244, -4.297], [-5.808, 2.498, -3.296], [-5.051, 1.655, -2.498], [-2.986, -1.212, -2.477], [-3.457, -2.302, -1.757], [-3.622, -3.530, -2.388], [-3.314, -3.666, -3.733], [-2.836, -2.577, -4.454], [-2.670, -1.353, -3.829], [-1.992, 2.242, -3.837], [-3.349, 3.733, -5.274], [-5.790, 3.906, -4.916], [-6.876, 2.578, -3.134], [-5.523, 1.085, -1.706], [-3.685, -2.189, -0.704], [-3.989, -4.378, -1.824], [-3.443, -4.623, -4.223], [-2.593, -2.683, -5.503], [-2.292, -0.507, -4.391], [-0.648, -5.796, 3.642], [-0.887, -4.083, 3.417], [-1.338, -3.322, 4.458], [-1.540, -1.942, 4.304], [-2.291, -0.829, 5.895], [-1.284, -1.276, 3.106], [-1.437, -0.014, 2.938], [-0.801, -2.100, 2.026], [-0.548, -1.443, 0.865], [-0.161, -2.136, -0.185], [0.014, -3.529, -0.153], [-0.199, -4.207, 1.012], [-0.620, -3.495, 2.158], [-1.545, -3.791, 5.410], [0.035, -1.580, -1.092], [0.333, -4.038, -1.053], [-0.055, -5.278, 1.075], [-2.333, 3.539, 2.149], [-1.110, 3.007, 0.901], [-1.649, 3.983, -0.541], [0.410, 3.966, 1.384], [1.347, 3.246, 2.374], [0.722, 1.541, 2.737], [0.857, 1.336, 4.538], [2.178, 0.475, 2.316], [-2.099, 3.082, 3.111], [-3.312, 3.172, 1.843], [-2.363, 4.626, 2.251], [-1.655, 5.044, -0.284], [-2.662, 3.682, -0.822], [-0.991, 3.809, -1.390], [0.053, 4.912, 1.796], [0.940, 4.215, 0.462], [1.422, 3.816, 3.301], [2.359, 3.153, 1.978], [1.836, 1.684, 4.869], [0.731, 0.279, 4.777], [0.073, 1.887, 5.056], [3.102, 0.808, 2.807], [1.863, 1.102, 0.352], [1.920, -0.502, 2.732], [2.338, 0.388, 0.884], [3.422, -0.170, 0.259], [3.791, 0.360, -1.027], [3.397, 1.652, -1.434], [3.714, 2.138, -2.692], [4.436, 1.363, -3.589], [4.827, 0.081, -3.210], [4.508, -0.416, -1.962], [4.052, -1.341, 0.868], [3.288, -2.306, 1.540], [3.886, -3.399, 2.146], [5.265, -3.559, 2.099], [6.038, -2.611, 1.438], [5.442, -1.517, 0.833], [2.861, 2.304, -0.754], [3.400, 3.137, -2.969], [4.689, 1.748, -4.568], [5.373, -0.545, -3.906], [4.784, -1.430, -1.704], [2.212, -2.207, 1.561], [3.268, -4.132, 2.651], [5.733, -4.412, 2.574], [7.114, -2.721, 1.402], [6.056, -0.773, 0.339]]
}

***

# 2
{
  "formula": "C3HF6NO2",
  "method": "ωB97M-V with the def2-TZVPD basis set",
  "de_lowest_kcal_mol": 45.00,
  "total_charge": 0,
  "gap_ev": 10.11,
  "total_energy_ev": -25011.42380,
  "max_force_ev_per_a": 4.21,
  "homo_ev": -10.8,
  "species": ["C", "C", "C", "N", "O", "O", "F", "F", "F", "F", "F", "F", "H"],
  "coordinates": [[0.910, -0.009, -1.599], [-0.476, -0.429, -0.978], [-0.248, -0.348, 1.203], [-0.477, 1.046, 1.794], [-1.241, 1.216, 2.683], [0.267, 1.758, 1.200], [1.811, -0.223, -0.661], [0.871, 1.261, -1.928], [-0.731, -1.743, -1.252], [-1.524, 0.282, -1.268], [0.962, -0.779, 1.560], [-1.153, -1.297, 1.661], [1.029, -0.735, -2.414]]
}

***

# 3
{
  "formula": "C18H26ClN3O9P2S",
  "method": "ωB97M-V with the def2-TZVPD basis set",
  "total_charge": 0,
  "smiles": "CCc1c(C[C@H](C)Cl)c(P(C)O)c(P(=N)(O)O)c2nsnc12.O=C1OCCO1.O=C1OCCO1",
  "gap_ev": 6.54,
  "total_energy_ev": -83915.60559,
  "max_force_ev_per_a": 6.09,
  "homo_ev": -7.7,
  "species": ["C", "C", "C", "C", "C", "C", "C", "Cl", "C", "P", "C", "O", "C", "P", "N", "O", "O", "C", "N", "S", "N", "C", "H", "H", "H", "H", "H", "H", "H", "H", "H", "H", "H", "H", "H", "H", "H", "H", "H", "H", "O", "C", "O", "C", "C", "O", "H", "H", "H", "H", "O", "C", "O", "C", "C", "O", "H", "H", "H", "H"],
  "coordinates": [[3.165, -1.729, 0.834], [1.560, -1.913, 1.106], [0.687, -0.942, 0.191], [-0.541, -1.332, -0.660], [-1.054, -2.869, -0.627], [-0.576, -3.533, -2.015], [-1.578, -4.638, -2.619], [1.037, -4.410, -1.645], [-1.291, -0.242, -1.571], [-2.776, -0.603, -2.683], [-2.062, -1.047, -4.414], [-3.655, -1.995, -2.180], [-0.772, 1.242, -1.594], [-1.582, 2.585, -2.694], [-1.859, 2.077, -4.181], [-0.558, 3.975, -2.849], [-3.041, 3.102, -1.932], [0.443, 1.715, -0.714], [1.057, 2.998, -0.545], [2.340, 2.904, 0.592], [2.201, 1.228, 0.870], [1.135, 0.585, 0.157], [3.279, -1.262, -0.220], [3.683, -1.117, 1.645], [3.681, -2.765, 0.754], [1.395, -1.685, 2.229], [1.352, -3.026, 0.966], [-2.171, -2.965, -0.408], [-0.514, -3.458, 0.212], [-0.280, -2.708, -2.772], [-1.896, -4.263, -3.667], [-2.459, -4.898, -1.942], [-0.953, -5.587, -2.809], [-1.829, -2.162, -4.529], [-1.185, -0.353, -4.646], [-2.920, -0.788, -5.151], [-3.717, -2.648, -2.914], [-1.364, 2.646, -4.883], [-1.035, 4.779, -2.543], [-3.047, 2.686, -1.016], [-2.726, 1.830, 0.234], [-3.024, 1.038, 1.088], [-3.414, -0.239, 0.843], [-3.453, -0.910, 2.094], [-3.635, 0.210, 3.071], [-3.012, 1.307, 2.419], [-4.274, -1.629, 2.125], [-2.508, -1.444, 2.239], [-4.689, 0.451, 3.241], [-3.159, 0.007, 4.032], [3.846, 0.877, 4.354], [4.433, 1.905, 4.173], [5.098, 2.592, 5.142], [5.840, 3.616, 4.495], [5.092, 3.817, 3.213], [4.520, 2.540, 2.970], [5.871, 4.519, 5.106], [6.862, 3.261, 4.332], [4.287, 4.552, 3.309], [5.745, 4.113, 2.390]]
}

***

Number 1: molecular weight 1079.04 g mol⁻¹. Number 2: molecular weight 197.03 g mol⁻¹. Number 3: molecular weight 557.89 g mol⁻¹.